Run P
{
  "formula": "C32H48O24",
  "method": "ωB97M-V/def2-TZVPD",
  "multiplicity": 1,
  "smiles": "C[C@H]1COC(=O)O1.C[C@H]1COC(=O)O1.C[C@H]1COC(=O)O1.C[C@H]1COC(=O)O1.C[C@H]1COC(=O)O1.C[C@H]1COC(=O)O1.C[C@H]1COC(=O)O1.C[C@H]1COC(=O)O1",
  "homo_energy_ev": -10.31,
  "orbital_gap_ev": 9.93,
  "species": ["C", "C", "C", "O", "C", "O", "O", "H", "H", "H", "H", "H", "H", "C", "C", "C", "O", "C", "O", "O", "H", "H", "H", "H", "H", "H", "C", "C", "C", "O", "C", "O", "O", "H", "H", "H", "H", "H", "H", "C", "C", "C", "O", "C", "O", "O", "H", "H", "H", "H", "H", "H", "C", "C", "C", "O", "C", "O", "O", "H", "H", "H", "H", "H", "H", "C", "C", "C", "O", "C", "O", "O", "H", "H", "H", "H", "H", "H", "C", "C", "C", "O", "C", "O", "O", "H", "H", "H", "H", "H", "H", "C", "C", "C", "O", "C", "O", "O", "H", "H", "H", "H", "H", "H"],
  "coordinates": [[1.0117, 3.7537, 0.4555], [2.2854, 2.9319, 0.5689], [2.8673, 2.9122, 2.0244], [3.3148, 1.5777, 2.1129], [2.7327, 0.7955, 1.1880], [2.9121, -0.3748, 1.0888], [2.0292, 1.5505, 0.3281], [1.2611, 4.8095, 0.5789], [0.3082, 3.5087, 1.2516], [0.5295, 3.6309, -0.5127], [3.0879, 3.3105, -0.0681], [2.0109, 3.0142, 2.6948], [3.6029, 3.7031, 2.1189], [-3.4767, 2.2611, 0.6458], [-4.9566, 1.9861, 0.9704], [-5.2358, 0.6048, 1.5019], [-6.0531, 0.8425, 2.6328], [-6.0419, 2.1567, 2.9752], [-6.5354, 2.6130, 3.9355], [-5.3058, 2.8534, 2.0535], [-2.8255, 1.6095, 1.2280], [-3.2811, 3.3157, 0.8173], [-3.2828, 1.9966, -0.3947], [-5.6527, 2.2355, 0.1669], [-4.3045, 0.1238, 1.8053], [-5.6880, 0.0278, 0.6960], [1.8040, 1.3860, 5.2012], [0.7382, 0.2690, 5.1456], [-0.6286, 0.8057, 5.4620], [-1.2571, 0.8750, 4.1743], [-0.4560, 0.3154, 3.2473], [-0.6736, 0.1867, 2.0798], [0.6714, -0.1790, 3.7985], [2.6619, 1.0974, 4.5926], [2.2315, 1.4752, 6.2041], [1.4526, 2.3852, 4.9381], [1.1358, -0.4658, 5.8435], [-0.5642, 1.8037, 5.8954], [-1.2500, 0.1876, 6.1124], [-0.6929, -3.1852, 1.9666], [0.4497, -4.0509, 1.4739], [1.7350, -3.2833, 1.1421], [2.7510, -4.0763, 1.7457], [2.2097, -5.0021, 2.5316], [2.8579, -5.7996, 3.1499], [0.8708, -4.9379, 2.5278], [-1.5646, -3.7419, 2.3170], [-1.0172, -2.4422, 1.2412], [-0.3962, -2.6846, 2.8935], [0.1533, -4.6206, 0.5912], [1.6889, -2.2877, 1.5807], [1.8562, -3.1839, 0.0665], [7.0738, 0.4533, -2.0228], [5.6274, 0.1140, -1.7358], [4.6732, 0.2003, -2.9268], [3.8768, -0.9464, -2.8160], [4.3399, -1.7563, -1.8648], [3.8321, -2.7562, -1.4939], [5.4770, -1.2457, -1.3437], [7.4970, -0.1965, -2.7928], [7.6571, 0.3906, -1.1058], [7.2409, 1.4473, -2.4446], [5.3158, 0.7787, -0.9240], [5.1281, 0.2120, -3.9252], [4.1233, 1.1472, -2.9348], [0.6051, -0.8235, -3.0299], [-0.0565, -0.8784, -1.6612], [-0.9348, 0.3554, -1.3549], [-2.1461, -0.2687, -0.9077], [-2.1673, -1.5745, -1.1750], [-3.0789, -2.2997, -0.9587], [-0.9492, -1.9811, -1.6156], [-0.2191, -0.8272, -3.7508], [1.3021, -1.6421, -3.1723], [1.0509, 0.1523, -3.2399], [0.6641, -1.0129, -0.8514], [-1.2158, 1.0777, -2.1242], [-0.4908, 0.9502, -0.5564], [2.4746, 2.4561, -5.8360], [3.2736, 2.3738, -7.1161], [2.4948, 2.7427, -8.3760], [3.1263, 3.9485, -8.7986], [4.2639, 4.1629, -8.1414], [5.0905, 4.9696, -8.3946], [4.3593, 3.2871, -7.0873], [1.4361, 2.1432, -5.9825], [2.4939, 3.4657, -5.4187], [2.7595, 1.7979, -5.0111], [3.5522, 1.3148, -7.1591], [1.4312, 2.8595, -8.1534], [2.5225, 2.1331, -9.2826], [-4.9748, -3.4617, 1.8168], [-6.3195, -2.9757, 2.3434], [-7.5333, -3.3369, 1.4799], [-8.4636, -3.8934, 2.4003], [-7.8731, -4.1276, 3.5795], [-8.3602, -4.6714, 4.5154], [-6.5932, -3.6715, 3.5640], [-4.0733, -3.1044, 2.3066], [-4.9233, -3.0546, 0.7980], [-4.9530, -4.5443, 1.6960], [-6.2490, -1.8976, 2.5073], [-7.2820, -4.0890, 0.7268], [-7.9880, -2.4924, 0.9656]],
  "lowdin_charge": [-0.02, -0.30, -0.08, 0.06, -0.56, 0.18, 0.07, 0.09, 0.09, 0.08, 0.15, 0.12, 0.14, 0.00, -0.31, -0.12, 0.06, -0.55, 0.19, 0.07, 0.07, 0.09, 0.07, 0.15, 0.13, 0.14, -0.02, -0.29, -0.08, 0.08, -0.56, 0.14, 0.08, 0.08, 0.09, 0.08, 0.16, 0.13, 0.14, -0.01, -0.28, -0.09, 0.10, -0.58, 0.14, 0.09, 0.08, 0.07, 0.08, 0.16, 0.11, 0.12, -0.02, -0.32, -0.11, 0.06, -0.57, 0.18, 0.10, 0.09, 0.09, 0.09, 0.15, 0.14, 0.12, -0.01, -0.30, -0.07, 0.04, -0.58, 0.16, 0.08, 0.09, 0.08, 0.08, 0.14, 0.13, 0.10, -0.03, -0.32, -0.08, 0.08, -0.56, 0.18, 0.08, 0.08, 0.10, 0.06, 0.15, 0.13, 0.14, -0.02, -0.30, -0.08, 0.07, -0.57, 0.17, 0.08, 0.07, 0.07, 0.10, 0.13, 0.13, 0.13]
}



Run Q
{
  "formula": "C32H48O24",
  "method": "ωB97M-V/def2-TZVPD",
  "multiplicity": 1,
  "smiles": "C[C@H]1COC(=O)O1.C[C@H]1COC(=O)O1.C[C@H]1COC(=O)O1.C[C@H]1COC(=O)O1.C[C@H]1COC(=O)O1.C[C@H]1COC(=O)O1.C[C@H]1COC(=O)O1.C[C@H]1COC(=O)O1",
  "homo_energy_ev": -10.16,
  "orbital_gap_ev": 10.36,
  "species": ["C", "C", "C", "O", "C", "O", "O", "H", "H", "H", "H", "H", "H", "C", "C", "C", "O", "C", "O", "O", "H", "H", "H", "H", "H", "H", "C", "C", "C", "O", "C", "O", "O", "H", "H", "H", "H", "H", "H", "C", "C", "C", "O", "C", "O", "O", "H", "H", "H", "H", "H", "H", "C", "C", "C", "O", "C", "O", "O", "H", "H", "H", "H", "H", "H", "C", "C", "C", "O", "C", "O", "O", "H", "H", "H", "H", "H", "H", "C", "C", "C", "O", "C", "O", "O", "H", "H", "H", "H", "H", "H", "C", "C", "C", "O", "C", "O", "O", "H", "H", "H", "H", "H", "H"],
  "coordinates": [[-1.1978, -1.3350, 2.7772], [-0.1728, -2.1180, 3.5492], [0.2642, -1.7790, 4.8202], [-0.5538, -2.4520, 5.7082], [-0.9688, -3.4870, 5.1222], [-1.5138, -4.5130, 5.5402], [-0.6568, -3.4380, 3.8632], [-1.2978, -1.8100, 1.8272], [-0.8608, -0.2880, 2.5892], [-2.0368, -1.2630, 3.3602], [0.7252, -2.2780, 2.9562], [0.3202, -0.7970, 4.8742], [1.3542, -1.9520, 5.1052], [5.3932, 0.7810, -0.9078], [5.8212, 2.0630, -0.4128], [6.0462, 3.2020, -1.4298], [5.4332, 4.3380, -1.0698], [4.6102, 4.0580, -0.0928], [3.8722, 4.9010, 0.4262], [4.8312, 2.8490, 0.2892], [4.5222, 0.7920, -1.3808], [5.1072, -0.0130, -0.1608], [6.0812, 0.4490, -1.4908], [6.8682, 2.1550, 0.1272], [5.4042, 2.9090, -2.2958], [7.0872, 3.1950, -1.8718], [2.5342, -0.8460, -2.9968], [2.1812, -2.3520, -3.3008], [2.9012, -2.9410, -4.5448], [3.6472, -3.9840, -4.0878], [3.5462, -4.1040, -2.8058], [3.8042, -5.0090, -1.9978], [2.7112, -3.1400, -2.3788], [3.5532, -0.6530, -3.0338], [2.0772, -0.5840, -2.1668], [2.0972, -0.2190, -3.9168], [1.0752, -2.4110, -3.5018], [3.6062, -2.2390, -5.0838], [2.2782, -3.5270, -4.9838], [-1.1868, 2.0190, -4.6578], [-0.1658, 3.1800, -4.3658], [-0.0038, 3.4410, -2.8248], [1.3142, 2.7550, -2.4488], [1.9632, 2.5270, -3.5548], [3.1442, 2.1670, -3.5348], [1.2062, 2.7760, -4.5928], [-0.9288, 0.9930, -4.3308], [-1.0698, 1.9870, -5.6978], [-2.1968, 2.2530, -4.4948], [-0.1818, 3.9830, -4.9348], [-0.8738, 2.8980, -2.3988], [-0.0198, 4.6120, -2.6638], [-0.9288, -4.1940, -1.1448], [-1.9478, -5.0350, -0.5058], [-1.8638, -5.0080, 1.0362], [-2.7148, -4.0290, 1.4672], [-3.4308, -3.6520, 0.5082], [-4.2508, -2.6980, 0.5192], [-3.1988, -4.2470, -0.6378], [-1.1068, -3.0890, -0.8378], [-0.8448, -4.0870, -2.2738], [0.1512, -4.2790, -0.8248], [-2.1368, -6.2030, -0.8268], [-1.0788, -5.1300, 1.6422], [-2.4428, -5.9070, 1.4322], [-2.0258, 2.4170, 4.8442], [-3.6278, 1.9500, 4.8792], [-4.4028, 2.3390, 3.6672], [-4.9088, 1.0770, 3.2102], [-4.5558, 0.1040, 4.0952], [-4.9238, -1.0640, 4.0102], [-3.6998, 0.5090, 4.9222], [-1.5548, 2.5120, 5.8042], [-2.0488, 3.3520, 4.6862], [-1.6328, 1.8390, 4.0002], [-3.9338, 2.3700, 5.7592], [-3.7958, 2.8090, 2.8022], [-5.1518, 3.0550, 3.8052], [0.4242, 3.1470, 1.1802], [1.4362, 2.1310, 0.7882], [1.9582, 1.2360, 1.8322], [1.4842, -0.1020, 1.4852], [0.8452, -0.0810, 0.2662], [0.2982, -1.1280, -0.2558], [0.8822, 1.0850, -0.1668], [-0.0478, 3.4610, 0.2502], [1.0192, 4.0390, 1.7872], [-0.4848, 2.6910, 1.8732], [2.1022, 2.5770, -0.0278], [1.8992, 1.2310, 2.8032], [3.1462, 1.1110, 1.6762], [-3.3638, -0.8160, -2.3998], [-3.8978, 0.2660, -1.3768], [-3.2898, 0.2220, -0.0148], [-2.8858, 1.6110, 0.1582], [-3.1178, 2.3230, -0.7988], [-2.9108, 3.4670, -1.0398], [-3.7538, 1.5540, -1.6828], [-4.0668, -0.6220, -3.2738], [-3.4318, -1.9610, -2.0318], [-2.3708, -0.6580, -2.7368], [-4.9788, 0.3890, -1.3388], [-2.2888, -0.3380, -0.1868], [-4.0488, -0.2990, 0.6732]],
  "lowdin_charge": [0.04, -0.31, -0.15, 0.18, -0.63, 0.12, 0.12, 0.07, 0.10, 0.06, 0.16, 0.09, 0.18, 0.00, -0.26, -0.17, 0.12, -0.60, 0.11, 0.09, 0.03, 0.14, 0.04, 0.19, 0.13, 0.16, 0.02, -0.32, -0.09, 0.11, -0.52, 0.11, 0.08, 0.05, 0.00, 0.14, 0.16, 0.17, 0.08, 0.02, -0.22, 0.01, 0.06, -0.63, 0.09, 0.08, 0.10, 0.06, 0.07, 0.10, 0.11, 0.18, -0.05, -0.25, -0.10, 0.12, -0.63, 0.07, 0.07, 0.10, 0.10, 0.11, 0.21, 0.10, 0.16, 0.04, -0.20, -0.09, 0.06, -0.62, 0.13, 0.13, 0.08, -0.01, 0.08, 0.12, 0.16, 0.11, -0.01, -0.27, -0.06, 0.02, -0.56, 0.03, 0.10, 0.06, 0.16, 0.13, 0.16, 0.07, 0.18, 0.01, -0.39, -0.03, 0.13, -0.71, 0.14, 0.07, 0.09, 0.12, 0.04, 0.16, 0.15, 0.16]
}



Most stable structure among those shown: run P. Next: +13.228 eV.